(1)
{"formula": "C6H18ClCoN3O4", "method": "ωB97M-V/def2-TZVPD", "largest_force_ha_per_bohr": 0.0171, "e_lumo_ev": [-0.71, -0.71], "homo_energy_ha": [-0.228, -0.242], "spin_multiplicity": 4, "e_tot_ev": -69312.841, "s_squared": 3.787, "relative_energy_kcal_mol": 0.00, "orbital_gap_ev": [5.496, 5.871], "elements": ["N", "H", "H", "H", "C", "Cl", "N", "C", "H", "H", "H", "O", "C", "H", "O", "H", "H", "H", "H", "N", "Co", "H", "H", "C", "H", "O", "O", "H", "H", "H", "H", "C", "C"], "positions_angstrom": [[-0.7665, 0.6966, 1.8633], [0.5271, 1.5150, 4.0410], [-2.3340, 0.6011, 4.8660], [-0.4375, 0.8208, -1.9738], [-1.8772, 0.1809, 3.9643], [2.0831, -0.6979, -1.6795], [-0.1122, 0.2710, -4.3880], [-0.3240, 2.1324, 3.7495], [0.6094, -0.2978, -3.8727], [-3.2950, 1.5707, 2.0758], [-2.6001, -1.0155, -1.2225], [1.9246, 0.7348, -1.6780], [-1.4534, 0.1177, -3.6901], [-0.4471, -0.9130, -2.1666], [3.4075, -1.1002, -1.3893], [-2.6519, 0.6389, -1.0267], [0.0405, 2.9196, 3.0879], [0.2042, 1.2393, -4.3703], [-2.1890, 2.9437, 1.9123], [-2.0635, -0.1614, -1.2037], [-0.0525, 0.0021, 0.5164], [-1.9352, -0.7628, -4.1110], [-0.7455, 2.5918, 4.6490], [-2.5402, 2.1673, 2.5944], [-2.6185, -0.4356, 3.4519], [1.6793, -1.2035, -2.9925], [1.1552, -1.2837, -0.6746], [-3.0139, 2.6431, 3.4586], [-0.1297, -0.0393, -5.3571], [-1.0499, -0.4666, 4.2586], [-2.0578, 0.9969, -3.9063], [-1.3648, 1.2744, 3.0174], [-1.0766, -0.0311, -2.2265]], "mulliken_spin": [0.919, -0.002, 0.000, -0.018, 0.026, -0.018, 0.001, 0.050, -0.001, -0.003, -0.002, 0.003, 0.006, -0.010, 0.001, -0.006, 0.002, 0.000, 0.000, 0.042, 2.070, 0.000, 0.003, 0.061, 0.001, 0.003, 0.011, 0.004, 0.000, 0.001, 0.000, -0.135, -0.009]}

(2)
{"formula": "C6H18ClMgO3", "method": "ωB97M-V/def2-TZVPD", "largest_force_ha_per_bohr": 0.0899, "e_lumo_ev": -8.41, "total_charge": 1, "homo_energy_ha": -0.459, "e_tot_ev": -30614.757, "relative_energy_kcal_mol": 55.29, "orbital_gap_ev": 4.090, "elements": ["Mg", "H", "C", "H", "O", "C", "C", "O", "H", "H", "H", "H", "H", "H", "H", "H", "C", "C", "H", "H", "H", "Cl", "H", "O", "H", "H", "H", "C", "H"], "positions_angstrom": [[0.3479, 0.0718, 4.2096], [3.5010, 1.2279, -0.8045], [-2.6795, -3.7268, 2.3067], [-3.3250, -3.2152, 3.0207], [0.0065, -0.5252, -0.7269], [-1.6424, 0.5573, -2.1526], [3.3722, 2.2666, -0.4999], [-2.0527, -1.6233, 1.5683], [-2.3504, -0.1233, -1.6798], [3.2808, 4.2526, -1.4905], [0.3045, 1.3108, -1.6352], [-1.2255, 0.0611, -3.0290], [-0.9695, 1.3593, -0.4380], [0.5285, -0.3346, 0.0560], [4.3079, 2.4729, 0.0198], [-3.0915, -4.6941, 2.0192], [3.3251, 3.1933, -1.7436], [-0.4526, 0.7037, -1.1388], [2.1740, 1.7173, 0.8926], [4.2534, 2.8839, -2.2237], [-2.1878, 1.4077, -2.5617], [1.2978, -0.3802, 2.1400], [-3.6944, -2.6955, 0.8142], [2.1458, 2.3667, 0.1861], [-1.7807, -3.8689, 2.9067], [-1.2373, -1.4104, 1.1084], [2.5889, 2.9191, -2.4992], [-2.6552, -2.8642, 1.0966], [-2.0898, -3.3102, 0.2783]], "lowdin_charge": [1.197, 0.106, -0.114, 0.073, -0.079, -0.069, -0.323, -0.132, 0.065, 0.077, 0.100, 0.069, 0.107, -0.061, 0.106, 0.084, -0.070, -0.354, -0.008, 0.072, 0.076, 0.068, 0.117, -0.099, 0.069, 0.013, 0.068, -0.277, 0.122]}

(3)
{"formula": "C6H18ClNSi2", "method": "ωB97M-V/def2-TZVPD", "largest_force_ha_per_bohr": 0.0773, "e_lumo_ev": [-0.69, -0.69], "homo_energy_ha": [-0.283, -0.282], "e_tot_ev": -36278.486, "relative_energy_kcal_mol": 67.43, "orbital_gap_ev": [7.012, 6.989], "elements": ["H", "H", "H", "H", "H", "Si", "H", "H", "H", "H", "H", "N", "H", "C", "C", "C", "H", "Cl", "H", "H", "C", "Si", "C", "H", "H", "C", "H", "H"], "positions_angstrom": [[0.4280, 3.3143, -0.6113], [-1.1913, 2.7710, 0.0268], [3.3773, -0.6279, -0.6381], [-0.2948, 0.0658, 2.1702], [1.1223, -1.2745, -2.7431], [-2.4642, -2.1425, 1.1474], [1.4412, -1.0542, 0.3073], [1.2971, 1.3191, 0.9964], [1.9025, -2.4139, -1.5042], [-1.6247, -3.3102, 0.8181], [-3.6692, -2.8231, 1.2710], [0.2598, 0.5143, -0.6123], [0.3335, -2.0746, -1.4455], [1.2331, -1.6296, -1.6533], [-0.1467, 2.7942, 0.1858], [2.6721, 0.1717, -0.8957], [2.8605, 0.3915, -1.9311], [-2.9782, 0.9490, -1.2803], [2.8223, 1.0929, -0.3957], [-1.6759, 0.9360, 1.4599], [1.3173, -0.4639, -0.5697], [-2.0796, -0.7885, -0.6996], [-0.5941, 0.9638, 1.7279], [-0.5874, 1.8260, 2.5096], [0.1047, 3.3628, 1.0914], [0.3214, 1.3481, 0.5030], [-1.9780, -1.8165, -1.6536], [-2.2090, -1.4010, 2.4187]], "lowdin_charge": [0.084, 0.020, 0.086, 0.024, 0.118, 0.471, 0.113, 0.124, 0.052, -0.097, -0.160, -0.017, -0.026, -0.072, -0.075, -0.075, 0.070, 0.255, 0.050, 0.029, -0.491, 0.213, -0.119, 0.108, 0.070, -0.533, -0.126, -0.095]}

(4)
{"formula": "C6H18ClPSi2", "method": "ωB97M-V/def2-TZVPD", "largest_force_ha_per_bohr": 0.0762, "e_lumo_ev": -0.12, "homo_energy_ha": -0.245, "e_tot_ev": -44079.696, "relative_energy_kcal_mol": 42.55, "orbital_gap_ev": 6.543, "elements": ["H", "C", "C", "C", "H", "H", "Si", "H", "H", "H", "H", "H", "C", "H", "H", "P", "C", "H", "H", "H", "H", "H", "Cl", "H", "H", "C", "H", "Si"], "positions_angstrom": [[4.9608, 0.1411, -0.7381], [-2.2332, -1.3606, 0.5538], [2.0925, -0.7445, -1.6732], [-2.5173, 0.8075, -1.8227], [4.3359, 1.7453, -0.1755], [-2.5258, -1.2666, 1.6224], [-2.5153, 0.4679, 0.0471], [2.7084, -2.0256, 1.5591], [4.7466, 0.3474, 1.0105], [2.6277, -0.0604, -2.3672], [-3.5348, 0.6411, -2.2502], [-4.3894, 0.4151, 1.6731], [4.3456, 0.6920, -0.0013], [-3.5150, 1.8253, 1.8154], [2.0460, -0.6918, 2.4121], [1.4854, 1.9889, 0.6752], [-3.9434, 1.1423, 1.0845], [0.9902, -1.5956, 1.2534], [-1.8302, 0.1554, -2.3605], [-2.0599, 1.7821, -2.1743], [-4.5802, 1.7577, 0.4043], [-2.9660, -1.9298, 0.1164], [-0.7189, 1.4859, 0.7317], [1.1015, -1.0489, -1.9438], [-1.2037, -1.7167, 0.5731], [2.0052, -1.2119, 1.4238], [2.5541, -1.8016, -1.5762], [2.5335, 0.0590, 0.1272]], "lowdin_charge": [0.029, -0.179, -0.231, -0.220, -0.011, 0.039, 0.346, 0.009, 0.043, 0.012, 0.037, 0.001, -0.243, 0.026, 0.025, 0.254, -0.185, 0.001, 0.017, 0.053, 0.053, -0.007, 0.178, -0.027, 0.015, -0.266, 0.036, 0.195]}

(5)
{"formula": "C6H18CuIO6", "method": "ωB97M-V/def2-TZVPD", "largest_force_ha_per_bohr": 0.1510, "e_lumo_ev": [-5.14, -7.15], "total_charge": 1, "homo_energy_ha": [-0.472, -0.466], "spin_multiplicity": 2, "e_tot_ev": -71518.701, "s_squared": 0.757, "relative_energy_kcal_mol": 163.80, "orbital_gap_ev": [7.698, 5.537], "elements": ["H", "O", "H", "H", "O", "C", "Cu", "O", "C", "H", "C", "H", "H", "C", "H", "H", "H", "C", "O", "C", "H", "H", "H", "O", "H", "H", "O", "H", "I", "H", "H", "H"], "positions_angstrom": [[-0.0653, 2.9221, -0.5323], [-0.1300, 1.5509, -2.0656], [-2.3406, 2.8407, -0.8745], [-2.1341, -1.2634, 3.0949], [0.2761, -0.4505, -1.8875], [-0.1533, -0.5305, 3.2835], [-2.2052, -2.5863, -0.8378], [-2.4727, 0.7491, -1.1317], [1.5955, 0.0529, -1.7011], [3.5165, -1.3331, -3.9136], [2.5777, 0.0306, -2.9178], [-2.0460, 1.9654, 0.6374], [-0.1547, 0.1849, 2.4611], [-1.1548, -1.7282, 3.2089], [2.0986, -0.4809, -0.8949], [-1.2407, -2.2508, 4.1617], [0.2556, -0.5096, 5.0956], [-1.9267, 1.9282, -0.4454], [-0.3307, 0.0295, 4.5596], [-0.4274, 1.9173, -0.7498], [-2.1758, -0.0483, -0.6872], [-0.2508, -0.5657, -1.0934], [1.6861, 1.0968, -1.4008], [2.7134, -1.2741, -3.3909], [3.4776, 0.5425, -2.5766], [0.6789, 2.0476, -2.2091], [-0.9233, -2.5557, 2.1771], [-1.0820, -2.1414, 1.3258], [-0.8649, -1.1513, 0.0839], [2.2427, 0.6387, -3.7581], [0.8660, -0.8514, 3.0689], [0.0942, 1.2237, -0.0903]], "mulliken_spin": [0.002, 0.094, 0.000, 0.002, 0.453, 0.005, 0.014, 0.016, 0.021, 0.000, 0.010, 0.000, 0.000, 0.002, -0.005, 0.005, 0.000, -0.002, 0.000, 0.015, -0.004, 0.096, -0.002, 0.002, 0.000, -0.004, 0.081, 0.003, 0.209, -0.001, 0.000, -0.010]}

(6)
{"formula": "C6H18N2", "method": "ωB97M-V/def2-TZVPD", "largest_force_ha_per_bohr": 0.0390, "smiles": "C[C@H]([NH3+])CCCC[NH3+]", "e_lumo_ev": -6.09, "total_charge": 2, "homo_energy_ha": -0.702, "e_tot_ev": -9478.266, "relative_energy_kcal_mol": 7.82, "orbital_gap_ev": 13.005, "elements": ["H", "H", "N", "C", "H", "H", "H", "H", "C", "N", "H", "H", "C", "H", "C", "H", "H", "H", "H", "H", "H", "H", "C", "H", "H", "C"], "positions_angstrom": [[-1.7593, -0.0382, 0.8773], [-0.1940, -0.7092, -1.4046], [2.3274, -0.7158, 2.6067], [0.7685, 0.6350, -0.0044], [-3.1492, 1.4235, -2.1780], [2.1235, -0.9488, -0.7713], [0.7801, -1.5710, 1.4379], [1.6939, 0.0329, 2.8854], [1.9380, -0.3185, 0.1067], [-2.3767, 0.7666, -2.3131], [-2.4180, -0.9512, -0.4494], [2.8820, 0.1946, 0.3674], [-0.1451, 0.3796, -1.2466], [2.4060, -2.2433, 1.2477], [1.8298, -1.3207, 1.2507], [-1.6115, 2.0006, -0.8147], [0.0694, 0.4501, 0.8278], [3.3121, -0.4539, 2.5480], [0.3061, 0.9447, -2.0598], [-3.4061, 0.3376, 0.2690], [-2.7695, -0.1688, -2.4404], [0.9868, 1.7080, 0.0694], [-2.3953, 0.0455, 0.0018], [2.2179, -1.4591, 3.2990], [-1.8335, 1.0623, -3.1299], [-1.5832, 0.9177, -0.9824]], "lowdin_charge": [0.071, 0.133, 0.207, -0.183, 0.175, 0.137, 0.130, 0.167, -0.171, 0.213, 0.098, 0.130, -0.135, 0.138, -0.110, 0.162, 0.085, 0.174, 0.127, 0.103, 0.170, 0.136, -0.017, 0.172, 0.175, -0.289]}